(1)
An isolated molecule of C17H31NO3, computed with ωB97M-V/def2-TZVPD.

The orbital gap is 0.372 Eh. The calculation puts the energy above the lowest of the compared OMol25 structures with the same formula, charge and spin at 0.000 eV. The value obtained for the total energy is -946.919648 a.u. The HOMO energy comes out at -9.6 eV. Its SMILES is CCCCC[C@@H](C(=O)O)[C@@H](C)CC(=O)NC1CCCCC1. The calculation puts the LUMO energy at 0.5 eV.

Bonds (Å) are listed after each position.
Element x y z (Å)
1 C -1.04 -5.71 2.82  C2 1.524, H50 1.088, H51 1.088, H52 1.086
2 C -2.22 -4.78 3.09  C1 1.524, C3 1.530, H48 1.091, H49 1.094
3 C -2.85 -4.22 1.82  C2 1.530, C4 1.530, H46 1.093, H47 1.094
4 C -1.89 -3.43 0.92  C3 1.530, C5 1.528, H44 1.093, H45 1.087
5 C -1.41 -2.13 1.56  C4 1.528, H6 1.093, C7 1.540, H43 1.091
6 H -2.25 -1.45 1.67  C5 1.093
7 C -0.27 -1.42 0.82  C5 1.540, C8 1.534, H12 1.096, C13 1.542
8 C 1.05 -2.18 1.04  C7 1.534, O9 1.203, O10 1.328
9 O 1.12 -3.38 1.10  C8 1.203
10 O 2.13 -1.43 1.17  C8 1.328, H11 0.995
11 H 1.96 -0.46 0.98  O10 0.995
12 H -0.16 -0.43 1.27  C7 1.096
13 C -0.52 -1.23 -0.69  C7 1.542, C14 1.528, C18 1.545, H42 1.094
14 C -1.78 -0.41 -0.94  C13 1.528, H15 1.085, H16 1.088, H17 1.089
15 H -2.66 -0.92 -0.55  C14 1.085
16 H -1.71 0.56 -0.44  C14 1.088
17 H -1.93 -0.24 -2.00  C14 1.089
18 C 0.68 -0.57 -1.41  C13 1.545, C19 1.514, H40 1.092, H41 1.091
19 C 0.96 0.81 -0.86  C18 1.514, O20 1.227, N21 1.339
20 O 1.49 0.99 0.23  C19 1.227
21 N 0.58 1.83 -1.64  C19 1.339, H22 1.008, C23 1.451
22 H 0.14 1.64 -2.53  N21 1.008
23 C 0.76 3.23 -1.30  N21 1.451, C24 1.530, C28 1.529, H39 1.095
24 C -0.59 3.93 -1.19  C23 1.530, C25 1.526, H37 1.092, H38 1.093
25 C -0.40 5.40 -0.82  C24 1.526, C26 1.526, H35 1.091, H36 1.092
26 C 0.48 6.10 -1.85  C25 1.526, C27 1.526, H33 1.091, H34 1.093
27 C 1.83 5.39 -1.96  C26 1.526, C28 1.526, H31 1.091, H32 1.092
28 C 1.64 3.93 -2.34  C23 1.529, C27 1.526, H29 1.092, H30 1.094
29 H 2.61 3.42 -2.40  C28 1.092
30 H 1.16 3.86 -3.32  C28 1.094
31 H 2.45 5.89 -2.72  C27 1.091
32 H 2.36 5.45 -1.01  C27 1.092
33 H 0.63 7.14 -1.56  C26 1.091
34 H -0.02 6.09 -2.82  C26 1.093
35 H -1.37 5.89 -0.76  C25 1.091
36 H 0.08 5.46 0.16  C25 1.092
37 H -1.21 3.43 -0.43  C24 1.092
38 H -1.11 3.86 -2.15  C24 1.093
39 H 1.26 3.24 -0.33  C23 1.095
40 H 0.46 -0.52 -2.47  C18 1.092
41 H 1.57 -1.19 -1.27  C18 1.091
42 H -0.65 -2.22 -1.13  C13 1.094
43 H -1.05 -2.36 2.56  C5 1.091
44 H -2.42 -3.21 -0.01  C4 1.093
45 H -1.03 -4.05 0.68  C4 1.087
46 H -3.25 -5.05 1.24  C3 1.093
47 H -3.69 -3.58 2.09  C3 1.094
48 H -1.89 -3.96 3.74  C2 1.091
49 H -2.99 -5.33 3.64  C2 1.094
50 H -1.33 -6.50 2.13  C1 1.088
51 H -0.71 -6.17 3.75  C1 1.088
52 H -0.20 -5.16 2.39  C1 1.086

(2)
An isolated molecule of C14H15NO3S at a distorted geometry, computed with ωB97M-V/def2-TZVPD.

The orbital gap is 0.274 Eh. The calculation puts the energy above the lowest of the compared OMol25 structures with the same formula, charge and spin at 11.782 eV. The value obtained for the total energy is -1220.704760 a.u. The HOMO energy comes out at -7.1 eV. Its SMILES is COc1ccccc1OCC(=O)NCc1cccs1. The calculation puts the LUMO energy at 0.3 eV.

Bonds (Å) are listed after each position.
Element x y z (Å)
1 C 2.73 1.03 2.06  H2 1.077, O3 1.444, H33 1.040, H34 0.957
2 H 2.97 -0.01 2.21  C1 1.077
3 O 2.69 1.18 0.63  C1 1.444, C4 1.293
4 C 2.01 0.63 -0.32  O3 1.293, C5 1.565, C9 1.454
5 C 1.97 1.32 -1.73  C4 1.565, C6 1.174, H32 0.988
6 C 1.25 0.85 -2.53  C5 1.174, C7 1.295, H31 0.987
7 C 0.60 -0.24 -2.26  C6 1.295, C8 1.411, H30 1.235
8 C 0.61 -1.19 -1.21  C7 1.411, C9 1.431, H29 0.937
9 C 1.42 -0.69 -0.15  C4 1.454, C8 1.431, O10 1.338
10 O 1.48 -1.22 1.08  C9 1.338, C11 1.589
11 C 0.75 -2.57 1.49  O10 1.589, H12 0.983, C13 1.623, H28 1.124
12 H 1.10 -2.90 2.34  C11 0.983
13 C -0.75 -2.07 1.12  C11 1.623, O14 1.295, N15 1.253
14 O -1.62 -3.02 1.03  C13 1.295
15 N -1.07 -0.98 1.65  C13 1.253, H16 1.202, C17 1.570
16 H -0.26 -0.19 2.06  N15 1.202
17 C -2.38 -0.13 1.43  N15 1.570, C18 1.374, H26 1.086, H27 1.097
18 C -2.22 0.68 0.34  C17 1.374, C19 1.507, S22 1.708
19 C -2.88 0.31 -0.96  C18 1.507, C20 1.480, H25 1.190
20 C -2.36 1.46 -1.73  C19 1.480, C21 1.249, H24 1.017
21 C -1.53 2.31 -1.35  C20 1.249, S22 1.972, H23 0.980
22 S -1.20 2.03 0.58  C18 1.708, C21 1.972
23 H -1.16 3.18 -1.61  C21 0.980
24 H -2.63 1.52 -2.71  C20 1.017
25 H -3.41 -0.70 -1.32  C19 1.190
26 H -2.78 0.25 2.36  C17 1.086
27 H -3.05 -0.96 1.18  C17 1.097
28 H 0.91 -3.36 0.70  C11 1.124
29 H 0.12 -1.93 -0.92  C8 0.937
30 H -0.15 -0.76 -3.09  C7 1.235
31 H 1.08 1.17 -3.44  C6 0.987
32 H 2.53 2.13 -1.72  C5 0.988
33 H 3.40 1.68 2.51  C1 1.040
34 H 1.82 1.20 2.29  C1 0.957

(3)
An isolated molecule of H6Si3 at a distorted geometry, computed with ωB97M-V/def2-TZVPD.

The orbital gap is 0.320 Eh. The calculation puts the energy above the lowest of the compared OMol25 structures with the same formula, charge and spin at 0.072 eV. The value obtained for the total energy is -871.942001 a.u. The HOMO energy comes out at -8.5 eV. Its SMILES is [SiH2]1[SiH2][SiH2]1. The calculation puts the LUMO energy at 0.3 eV.

Bonds (Å) are listed after each position.
Element x y z (Å)
1 Si -1.01 -0.97 0.13  Si2 2.305, Si3 2.458, H4 1.500, H5 1.502
2 Si -0.40 1.25 0.07  Si1 2.305, Si3 2.478, H6 1.558, H7 1.432
3 Si 1.39 -0.45 0.01  Si1 2.458, Si2 2.478, H8 1.566, H9 1.414
4 H -1.22 -1.98 1.22  Si1 1.500
5 H -1.44 -1.45 -1.22  Si1 1.502
6 H -0.61 1.77 -1.39  Si2 1.558
7 H -1.26 2.05 0.89  Si2 1.432
8 H 2.28 -0.25 1.28  Si3 1.566
9 H 2.27 0.03 -0.99  Si3 1.414

(4)
The ion C5H8N with charge +1 at a distorted geometry, computed with ωB97M-V/def2-TZVPD.

The orbital gap is 0.333 Eh. The calculation puts the energy above the lowest of the compared OMol25 structures with the same formula, charge and spin at 3.614 eV. As for the net charge: +1. The value obtained for the total energy is -249.692330 a.u. The HOMO energy comes out at -14.4 eV. Its SMILES is C=C=[N+](C)C=C. The calculation puts the LUMO energy at -5.3 eV.

Bonds (Å) are listed after each position.
Element x y z (Å)
1 C 0.18 -0.66 1.16  C4 1.357, N6 1.344, H7 1.119
2 C -0.41 0.70 -0.56  C3 1.276, N6 1.286
3 C -1.29 1.37 -1.19  C2 1.276, H8 1.034, H9 1.139
4 C -1.01 -0.50 1.79  C1 1.357, H10 1.058, H11 1.103
5 C 1.68 -0.38 -0.74  N6 1.454, H12 1.095, H13 1.005, H14 1.135
6 N 0.45 -0.10 -0.03  C1 1.344, C2 1.286, C5 1.454
7 H 0.91 -1.36 1.63  C1 1.119
8 H -2.03 0.84 -1.68  C3 1.034
9 H -1.32 2.46 -1.50  C3 1.139
10 H -1.25 -1.10 2.63  C4 1.058
11 H -1.76 0.15 1.29  C4 1.103
12 H 1.51 -0.05 -1.77  C5 1.095
13 H 1.69 -1.39 -0.77  C5 1.005
14 H 2.64 0.01 -0.28  C5 1.135